1.
DFT (ωB97M-V/def2-TZVPD) results for 2 unconnected molecules or ions with the total composition C13H31ClFN3O7PS.

As for the energy above the lowest of the compared OMol25 structures with the same formula, charge and spin: 0.000 eV. The total energy comes out at -2504.2386 hartree. The largest force on an atom comes out at 0.7 eV/A. As for the net charge: +1.

Element x y z (Å)
C (-1.33821, -3.86637, 1.29761)
C (-1.19806, -3.27498, 2.67599)
F (-0.78651, -4.27695, 3.57016)
N (-0.26610, -2.14837, 2.77841)
C (-0.43740, -1.46585, 4.09800)
C (0.59629, -0.39740, 4.41543)
C (0.57791, 0.76540, 3.39766)
C (1.98694, 1.13371, 2.91019)
S (2.15313, 1.54890, 1.18201)
O (2.89611, 2.74730, 1.05771)
O (2.55696, 0.33458, 0.50549)
O (0.67599, 1.85411, 0.70670)
C (1.05166, -2.52101, 2.45646)
N (1.55539, -2.30667, 1.21213)
N (1.79721, -3.15286, 3.31527)
P (3.48444, -3.78552, 3.02108)
O (3.85717, -4.00766, 4.56662)
Cl (4.40890, -2.00272, 2.63581)
H (-1.82617, -4.83509, 1.38232)
H (-0.37523, -4.04086, 0.81475)
H (-1.94248, -3.21051, 0.67379)
H (-2.15180, -2.90029, 3.04723)
H (-1.40238, -0.96278, 4.00868)
H (-0.53740, -2.19231, 4.90992)
H (0.34684, -0.02379, 5.40898)
H (1.60373, -0.81255, 4.50715)
H (-0.05440, 0.48717, 2.55627)
H (0.11616, 1.64086, 3.84929)
H (2.40146, 1.98661, 3.44542)
H (2.66801, 0.29487, 3.05271)
H (0.33533, 1.11809, 0.17111)
H (0.79245, -2.20603, 0.54927)
H (2.18412, -1.49746, 1.09034)
H (1.35934, -3.39251, 4.20100)
H (3.68266, -3.28006, 5.18174)
C (1.57285, 2.31570, -4.59698)
O (0.30091, 1.79681, -4.91632)
C (-0.03221, 0.57632, -4.29640)
C (-1.41663, 0.59157, -3.68415)
O (-1.57723, 1.44049, -2.55825)
C (-1.56653, 2.85004, -2.74345)
C (-2.72883, 3.43957, -3.50888)
O (-2.69378, 3.10323, -4.87861)
C (-3.93082, 2.72588, -5.44188)
H (2.35894, 1.86278, -5.20964)
H (1.54969, 3.38583, -4.79708)
H (1.81618, 2.16275, -3.53954)
H (0.70675, 0.31818, -3.52707)
H (-0.02269, -0.22274, -5.04999)
H (-1.59149, -0.41596, -3.29471)
H (-2.17724, 0.78231, -4.44279)
H (-0.61796, 3.18332, -3.16859)
H (-1.62789, 3.25559, -1.73002)
H (-2.65952, 4.53041, -3.40339)
H (-3.67162, 3.11738, -3.05166)
H (-4.52453, 2.12663, -4.74331)
H (-3.71908, 2.12516, -6.32546)
H (-4.51938, 3.59774, -5.74453)

***

2.
DFT (ωB97M-V/def2-TZVPD) results for a molecular structure, C6H16KN2O6.

The total energy comes out at -1398.8101 hartree. The largest force on an atom comes out at 15.3 eV/A. As for the net charge: -1.

Element x y z (Å)
K (-0.32789, -0.04701, 0.35638)
C (2.36859, 0.03986, 1.11233)
O (2.63673, 1.04627, 0.44239)
O (1.27864, -0.36402, 1.48912)
O (3.41565, -0.49490, 1.37900)
C (-3.13641, 0.29231, -2.82218)
C (-1.92517, 0.08988, -1.85834)
O (-2.31298, 0.09077, -0.43671)
H (-3.67850, 1.22110, -2.64443)
H (-3.91654, -0.45207, -2.66285)
H (-2.89186, 0.26138, -3.88394)
H (-1.18577, 0.84979, -2.11118)
H (-1.55011, -0.91953, -2.02724)
H (-2.83960, -0.66530, -0.16720)
C (0.45407, 1.25396, 4.26161)
C (-0.42647, 0.81560, 3.11962)
O (0.20693, 1.19017, 1.89081)
H (0.01785, 0.83366, 5.16779)
H (0.49621, 2.34243, 4.30123)
H (1.46530, 0.88168, 4.09759)
H (-1.44881, 1.18332, 3.20740)
H (-0.57718, -0.26233, 3.17841)
H (0.77601, 0.42828, 1.75945)
C (1.26188, -0.87048, -1.94521)
O (0.39225, -0.28935, -1.36482)
N (2.32862, -1.33915, -1.36166)
N (1.22717, -1.19178, -3.18255)
H (2.43160, -1.26420, -0.35972)
H (3.05391, -1.80616, -1.88698)
H (0.29184, -1.29691, -3.54889)
H (2.11395, -1.55717, -3.49911)

***

3.
DFT (ωB97M-V/def2-TZVPD) results for a single C26H28N2O7 molecule.

Its SMILES is CCC[C@]1(C(=O)OCC)N[C@H](c2ccc(O)cc2)[C@H]2C(=O)N(c3ccc4c(c3)OCCO4)C(=O)[C@H]21. As for the energy above the lowest of the compared OMol25 structures with the same formula, charge and spin: 0.126 eV. The total energy comes out at -1643.8164 hartree. The largest force on an atom comes out at 0.6 eV/A. As for the net charge: 0.

Element x y z (Å)
C (-1.44270, 1.65772, 5.88247)
C (-1.34628, 0.69416, 4.70611)
C (-1.08613, 1.44267, 3.40080)
C (-0.94213, 0.49621, 2.19431)
C (-2.30742, -0.15266, 1.91637)
O (-3.36247, 0.34757, 2.19112)
O (-2.15611, -1.37401, 1.39495)
C (-3.34507, -2.11405, 1.10025)
C (-3.68089, -2.03540, -0.38000)
N (0.11371, -0.47172, 2.45886)
C (1.03054, -0.57753, 1.33932)
C (2.41485, -0.96810, 1.78112)
C (2.88470, -0.58238, 3.02839)
C (4.16569, -0.90973, 3.42938)
C (5.00164, -1.62264, 2.57766)
O (6.26942, -1.96686, 2.92892)
C (4.53761, -2.00410, 1.32246)
C (3.25446, -1.67865, 0.93297)
C (0.99849, 0.84785, 0.73166)
C (1.16443, 0.77221, -0.76460)
O (2.18328, 0.67280, -1.38975)
N (-0.11509, 0.76741, -1.30806)
C (-0.36352, 0.59184, -2.69547)
C (-1.34178, -0.29567, -3.12468)
C (-1.55983, -0.46695, -4.47649)
C (-0.81153, 0.23829, -5.41022)
C (0.14740, 1.15871, -4.97142)
C (0.37206, 1.32543, -3.61235)
O (0.87340, 1.92367, -5.84327)
C (0.35319, 1.92677, -7.15447)
C (-0.01844, 0.50655, -7.57689)
O (-1.03646, 0.00222, -6.74043)
C (-1.11726, 0.95442, -0.36879)
O (-2.29477, 0.90855, -0.59962)
C (-0.44338, 1.28048, 0.95420)
H (-0.51784, 2.21967, 5.99393)
H (-2.25660, 2.36248, 5.72998)
H (-1.62775, 1.11455, 6.80590)
H (-0.53542, -0.01558, 4.87791)
H (-2.27891, 0.13441, 4.62104)
H (-0.16248, 2.01612, 3.49704)
H (-1.91288, 2.12675, 3.20480)
H (-3.13645, -3.14271, 1.40693)
H (-4.16299, -1.70306, 1.69991)
H (-2.89694, -2.50525, -0.97034)
H (-3.77825, -0.99287, -0.67489)
H (-4.61953, -2.54866, -0.56825)
H (-0.24366, -1.37557, 2.73900)
H (0.67669, -1.29368, 0.57489)
H (2.23095, -0.03134, 3.68625)
H (4.52271, -0.60952, 4.40613)
H (6.46505, -1.63739, 3.81443)
H (5.19761, -2.55263, 0.67013)
H (2.90457, -1.97166, -0.04555)
H (1.75142, 1.47795, 1.20302)
H (-1.92692, -0.84535, -2.40801)
H (-2.30589, -1.15674, -4.83612)
H (1.12748, 2.02502, -3.29660)
H (1.13211, 2.34172, -7.79551)
H (-0.54151, 2.56283, -7.20049)
H (-0.41305, 0.48378, -8.59354)
H (0.87154, -0.13407, -7.51056)
H (-0.55669, 2.35571, 1.11376)

***

4.
DFT (ωB97M-V/def2-TZVPD) results for a single C15H18N2O7 molecule.

Its SMILES is CCOC(=O)NC(=O)COC(=O)CNC(=O)c1cccc(OC)c1. As for the energy above the lowest of the compared OMol25 structures with the same formula, charge and spin: 0.023 eV. The total energy comes out at -1218.6537 hartree. The largest force on an atom comes out at 0.8 eV/A. As for the net charge: 0.

Element x y z (Å)
C (-6.24076, -2.24974, 1.47158)
C (-6.23140, -1.49074, 0.15409)
O (-4.91348, -1.43698, -0.41133)
C (-4.09909, -0.49573, 0.06083)
O (-4.36979, 0.32266, 0.89327)
N (-2.87093, -0.61148, -0.57479)
C (-1.75241, 0.17610, -0.43541)
O (-0.74868, -0.06686, -1.05841)
C (-1.85454, 1.35057, 0.52462)
O (-0.61384, 2.02379, 0.50913)
C (-0.35800, 2.73698, -0.60267)
O (-1.19808, 3.06069, -1.39691)
C (1.12713, 2.99844, -0.73082)
N (1.83115, 1.74719, -0.57431)
C (2.77854, 1.59546, 0.39020)
O (3.19874, 2.53624, 1.03551)
C (3.27004, 0.20099, 0.57870)
C (3.82622, -0.12342, 1.80960)
C (4.28180, -1.40962, 2.04413)
C (4.19054, -2.36998, 1.05845)
C (3.64704, -2.04994, -0.18813)
O (3.60778, -3.06531, -1.09480)
C (3.05543, -2.81409, -2.36475)
C (3.18931, -0.76061, -0.42628)
H (-5.64546, -1.72085, 2.21163)
H (-5.83395, -3.24873, 1.33557)
H (-7.26105, -2.32918, 1.83448)
H (-6.59427, -0.46898, 0.29938)
H (-6.83339, -1.99861, -0.60107)
H (-2.79143, -1.36835, -1.24647)
H (-2.67058, 2.01293, 0.21416)
H (-2.03284, 1.01032, 1.54515)
H (1.48264, 3.66840, 0.06093)
H (1.32494, 3.44983, -1.70856)
H (1.35704, 0.93009, -0.93223)
H (3.89188, 0.64241, 2.56634)
H (4.71103, -1.66476, 3.00129)
H (4.53898, -3.37783, 1.22027)
H (2.01082, -2.49392, -2.29329)
H (3.10628, -3.76139, -2.89935)
H (3.63101, -2.06065, -2.91217)
H (2.79679, -0.49328, -1.39415)

***

- What is the formula in the fourth record?
  C15H18N2O7

***

- Among the records above, which one has the lowest net charge?
  C6H16KN2O6

***

Repeat the first record exactly.
DFT (ωB97M-V/def2-TZVPD) results for 2 unconnected molecules or ions with the total composition C13H31ClFN3O7PS.

As for the energy above the lowest of the compared OMol25 structures with the same formula, charge and spin: 0.000 eV. The total energy comes out at -2504.2386 hartree. The largest force on an atom comes out at 0.7 eV/A. As for the net charge: +1.

Element x y z (Å)
C (-1.33821, -3.86637, 1.29761)
C (-1.19806, -3.27498, 2.67599)
F (-0.78651, -4.27695, 3.57016)
N (-0.26610, -2.14837, 2.77841)
C (-0.43740, -1.46585, 4.09800)
C (0.59629, -0.39740, 4.41543)
C (0.57791, 0.76540, 3.39766)
C (1.98694, 1.13371, 2.91019)
S (2.15313, 1.54890, 1.18201)
O (2.89611, 2.74730, 1.05771)
O (2.55696, 0.33458, 0.50549)
O (0.67599, 1.85411, 0.70670)
C (1.05166, -2.52101, 2.45646)
N (1.55539, -2.30667, 1.21213)
N (1.79721, -3.15286, 3.31527)
P (3.48444, -3.78552, 3.02108)
O (3.85717, -4.00766, 4.56662)
Cl (4.40890, -2.00272, 2.63581)
H (-1.82617, -4.83509, 1.38232)
H (-0.37523, -4.04086, 0.81475)
H (-1.94248, -3.21051, 0.67379)
H (-2.15180, -2.90029, 3.04723)
H (-1.40238, -0.96278, 4.00868)
H (-0.53740, -2.19231, 4.90992)
H (0.34684, -0.02379, 5.40898)
H (1.60373, -0.81255, 4.50715)
H (-0.05440, 0.48717, 2.55627)
H (0.11616, 1.64086, 3.84929)
H (2.40146, 1.98661, 3.44542)
H (2.66801, 0.29487, 3.05271)
H (0.33533, 1.11809, 0.17111)
H (0.79245, -2.20603, 0.54927)
H (2.18412, -1.49746, 1.09034)
H (1.35934, -3.39251, 4.20100)
H (3.68266, -3.28006, 5.18174)
C (1.57285, 2.31570, -4.59698)
O (0.30091, 1.79681, -4.91632)
C (-0.03221, 0.57632, -4.29640)
C (-1.41663, 0.59157, -3.68415)
O (-1.57723, 1.44049, -2.55825)
C (-1.56653, 2.85004, -2.74345)
C (-2.72883, 3.43957, -3.50888)
O (-2.69378, 3.10323, -4.87861)
C (-3.93082, 2.72588, -5.44188)
H (2.35894, 1.86278, -5.20964)
H (1.54969, 3.38583, -4.79708)
H (1.81618, 2.16275, -3.53954)
H (0.70675, 0.31818, -3.52707)
H (-0.02269, -0.22274, -5.04999)
H (-1.59149, -0.41596, -3.29471)
H (-2.17724, 0.78231, -4.44279)
H (-0.61796, 3.18332, -3.16859)
H (-1.62789, 3.25559, -1.73002)
H (-2.65952, 4.53041, -3.40339)
H (-3.67162, 3.11738, -3.05166)
H (-4.52453, 2.12663, -4.74331)
H (-3.71908, 2.12516, -6.32546)
H (-4.51938, 3.59774, -5.74453)